Molecular formula: C4H8NO3
Method: DFT, wB97M-V/def2-TZVPD

Element x y z (Å)
O1 0.1434 0.5378 3.1415
O2 0.4039 -1.6737 -3.1322
O3 1.3723 1.9862 1.9360
N1 -0.2552 -2.5609 -1.1665
C1 0.2434 -1.5433 -1.9366
C2 0.7128 -0.3130 -1.1903
C3 -0.8612 1.9049 1.3777
C4 0.3063 1.3690 2.2306
H1 -1.5763 1.1170 1.1558
H2 -0.4390 -3.4795 -1.5482
H3 -0.6892 -2.5679 -0.2555
H4 -0.5915 2.3629 0.4319
H5 -1.2395 2.8187 1.9235
H6 1.4423 -0.6187 -0.4250
H7 1.1025 0.4374 -1.9051
H8 -0.0750 0.2231 -0.6375

Results
2S+1: 1
E_LUMO: 3.289 eV
E_tot: -437.7617 hartree
largest force on an atom: 2.2 eV Å⁻¹
orbital gap: 7.128 eV
total charge: -1

The molecule's Löwdin atomic charges, reported in e, are given here:
1. O -0.10
2. O 0.02
3. O -0.14
4. N 0.13
5. C -0.60
6. C 0.00
7. C -0.09
8. C -0.82
9. H 0.04
10. H 0.09
11. H 0.10
12. H 0.04
13. H 0.08
14. H 0.10
15. H 0.09
16. H 0.06

---

Molecular formula: C4H8NO3
Method: DFT, wB97M-V/def2-TZVPD

Element x y z (Å)
O1 -3.1090 0.1424 -0.5268
O2 4.2397 -0.1769 -0.0504
O3 -0.7437 0.5646 2.6497
N1 -0.9690 -0.8899 -0.4227
C1 -0.4820 -0.3191 0.5717
C2 -0.9684 0.9182 1.3770
C3 -2.2161 -0.5580 -1.1385
C4 2.9856 -0.0639 -0.4369
H1 2.6693 0.9790 -0.7410
H2 0.3308 -0.8472 1.0749
H3 -0.2986 1.7702 1.1434
H4 2.2268 -0.3279 0.3564
H5 -2.5068 -1.5677 -1.5271
H6 -1.8513 -0.1315 -2.1146
H7 -1.9784 1.2101 1.0832
H8 2.6709 -0.7024 -1.2983

Results
2S+1: 1
E_LUMO: -0.685 eV
E_tot: -437.4183 hartree
largest force on an atom: 3.7 eV Å⁻¹
orbital gap: 3.084 eV
total charge: -1

The molecule's Löwdin atomic charges, reported in e, are given here:
1. O -0.14
2. O -0.25
3. O -0.14
4. N 0.15
5. C -0.09
6. C -0.34
7. C -0.52
8. C -0.43
9. H 0.06
10. H 0.12
11. H 0.11
12. H 0.05
13. H 0.11
14. H 0.13
15. H 0.10
16. H 0.06

---

Molecular formula: C4H8NO3
Method: DFT, wB97M-V/def2-TZVPD

Element x y z (Å)
O1 -1.5852 -1.2946 -1.7515
O2 1.5443 0.4077 2.0033
O3 -0.9754 0.8469 -2.0825
N1 0.1535 1.3736 0.0417
C1 -1.0978 -0.3083 -1.3255
C2 1.4920 -0.7298 1.5900
C3 0.3396 -1.1091 0.6617
C4 -0.5233 0.0300 0.0686
H1 -1.4731 0.7352 -2.8999
H2 2.1978 -1.5486 1.7820
H3 0.7047 -1.7901 -0.1124
H4 1.1268 1.2581 -0.2227
H5 -1.4087 0.0523 0.7016
H6 -0.3326 -1.6246 1.3596
H7 0.0552 1.8040 0.9503
H8 -0.2177 1.8973 -0.7642

Results
2S+1: 1
E_LUMO: -3.663 eV
structure (SMILES): [NH3+][C@H](CC=O)C(=O)O
E_tot: -437.4338 hartree
largest force on an atom: 2.1 eV Å⁻¹
orbital gap: 11.101 eV
total charge: +1

The molecule's Löwdin atomic charges, reported in e, are given here:
1. O 0.21
2. O 0.06
3. O 0.08
4. N 0.24
5. C -0.43
6. C -0.18
7. C -0.07
8. C -0.15
9. H 0.15
10. H 0.14
11. H 0.14
12. H 0.17
13. H 0.17
14. H 0.15
15. H 0.17
16. H 0.16

---

Question: What is the formula in the second record?
Answer: C4H8NO3

---

Question: Look up the E_LUMO of the first one.
Answer: 3.289 eV

---

Question: 2S+1 of number 1 (C4H8NO3)?
Answer: 1

---

Question: Which of these has the lowest largest force on an atom?
Answer: number 3